[1]
{
  "formula": "C35H32Br2HgN8O4S",
  "method": "ωB97M-V with the def2-TZVPD basis set",
  "total_energy_ha": -7791.5515,
  "homo_lumo_gap_ha": [0.1426, 0.2820],
  "spin_multiplicity": 2,
  "total_charge": -1,
  "species": ["H", "C", "H", "C", "N", "H", "H", "H", "C", "C", "C", "C", "C", "N", "H", "C", "N", "C", "H", "N", "Br", "H", "H", "H", "O", "C", "C", "N", "N", "H", "C", "H", "C", "N", "H", "H", "C", "H", "C", "C", "C", "H", "H", "C", "H", "H", "H", "C", "C", "H", "O", "C", "C", "H", "O", "H", "C", "C", "C", "C", "C", "C", "Br", "H", "H", "H", "C", "C", "H", "S", "C", "C", "C", "O", "C", "H", "N", "H", "C", "H", "Hg", "H", "H"],
  "positions_angstrom": [[-1.27229, -7.72623, 0.29819], [-2.54644, 2.86131, 1.85815], [-5.79161, 0.05857, -2.27451], [-2.13505, -5.02396, 2.88616], [2.65344, 2.11887, -4.77696], [0.49972, -4.33642, -4.97004], [4.12215, -2.20616, -2.24122], [-0.01380, -2.27285, -3.45751], [-1.58698, -7.00731, 1.03613], [-1.75421, 5.07793, 1.10473], [-2.10483, -6.32500, 3.31779], [-3.51022, 0.31843, 0.24107], [-1.62204, -4.67820, 1.58724], [-2.40484, 0.22120, -0.49805], [-4.25650, 0.80567, 2.20798], [2.03725, 0.28677, 2.19844], [-2.14912, 1.48297, 2.08204], [2.60434, -4.38697, -4.48399], [-1.74218, -8.36834, 2.65807], [2.31890, 2.60660, -1.20892], [-1.48437, -5.33860, -1.24425], [-2.47420, -4.17431, 3.50319], [-1.05997, 7.00872, 0.41413], [-3.41640, 3.11761, 2.44262], [-2.04291, -2.37123, 2.02311], [-3.27403, 0.51431, 1.71139], [-2.50432, 0.23040, -1.85114], [2.60054, 2.43618, -2.60802], [-0.41218, 3.95143, 2.64426], [1.32199, 4.86881, 3.26159], [-1.44160, 3.93933, 1.85337], [2.93977, -5.19985, -5.11405], [0.22047, 6.08049, 1.86186], [0.65097, 0.29408, 2.40074], [2.47408, 1.98034, -5.77723], [0.38274, 2.65434, 4.80992], [3.53035, -3.80080, -3.61416], [1.38549, 2.96558, -1.19487], [-1.51503, -5.68703, 0.60981], [2.01945, -2.14128, -2.77082], [-1.81254, -7.35199, 2.38387], [-1.78365, 0.22378, 3.79876], [2.44075, -0.28158, 1.35987], [0.91977, 2.04028, 4.09421], [-3.68654, 0.17066, -3.62426], [-1.72360, 1.94919, 4.02958], [-2.97095, 2.86745, 0.84908], [-1.34512, -3.18130, 1.35896], [2.80031, 1.06456, 3.03434], [-5.71417, 0.31654, 0.11935], [0.44992, -0.67546, -1.66418], [-3.68615, 0.15910, -2.54451], [-1.47460, 1.15435, 3.36592], [-1.52839, 0.38073, -2.37828], [2.69221, -0.21484, -1.50042], [5.48049, 1.67452, -1.53917], [3.31301, -2.65522, -2.83723], [3.91897, 2.27928, -3.06401], [2.26306, 1.96985, 4.03128], [1.75428, 2.41726, -3.79436], [1.01328, -2.70934, -3.59191], [0.09789, 1.19749, 3.22720], [5.23570, -4.46567, -3.46300], [0.97563, 6.83526, 1.92601], [5.97013, 2.92278, -2.80036], [-2.72830, 5.07247, 0.61290], [5.08906, 2.52991, -2.16616], [-4.82810, 0.15918, -1.79191], [4.85295, 3.36781, -1.49864], [0.16247, 2.73342, -3.89510], [-0.90834, 6.16426, 1.06275], [1.27417, -3.82933, -4.42136], [0.44761, 4.93129, 2.58470], [-0.45882, -2.85189, 0.47592], [-4.76337, 0.28500, -0.39398], [3.00374, 2.54519, 4.61272], [3.95021, 2.03950, -4.35773], [-3.04157, -0.44484, 2.11758], [1.68186, -0.91454, -1.84716], [3.86925, 0.77428, 3.04640], [-0.55495, -0.53286, 0.68605], [2.37489, 1.63694, -0.89543], [-2.26902, -6.58888, 4.36546]],
  "forces_ev_per_angstrom": [[-0.4, -0.5, 0.0], [0.9, -0.8, -1.0], [-0.1, 0.1, 0.1], [1.1, 1.1, -1.0], [-0.3, 0.0, 0.4], [-0.3, 0.2, -0.2], [-0.6, -0.3, -0.3], [1.1, -0.6, -0.3], [0.4, -0.3, 0.7], [-0.9, -0.2, -0.7], [-0.1, -1.4, -0.4], [-0.3, 0.5, -0.7], [-1.0, 0.3, 0.3], [-0.5, 0.2, -1.3], [0.9, -0.1, -0.5], [-0.7, 1.5, 1.5], [-1.0, -2.1, -0.6], [-1.1, 1.7, 1.4], [0.0, -0.9, 0.4], [0.8, -0.1, -2.0], [0.4, 0.1, 0.1], [0.6, -0.6, -0.2], [-0.3, 0.2, 0.0], [-0.3, 0.6, 1.0], [0.7, -0.5, -0.5], [-0.5, 1.7, 1.3], [2.2, 0.3, 0.3], [0.7, 0.4, -2.5], [0.2, -1.8, 0.5], [-0.5, -0.1, -0.5], [-2.2, 0.9, -0.1], [-0.4, -0.1, 0.0], [0.6, -0.1, -0.4], [0.5, -1.3, -2.4], [-0.2, 0.2, 1.1], [0.1, 0.1, -0.1], [-0.9, 1.0, -0.4], [-0.8, 0.0, 0.3], [-0.2, 0.8, 1.6], [-0.5, 0.3, -0.3], [0.2, 2.1, -0.9], [-0.4, -0.7, -0.2], [-0.1, -0.1, 0.5], [-2.8, -1.5, -1.0], [0.0, -0.1, 0.0], [-0.2, 0.6, 1.0], [0.2, 0.1, -0.2], [-0.1, 0.4, -1.1], [1.0, -1.4, -0.5], [0.2, 0.1, 0.5], [0.9, -0.2, 0.4], [0.3, 0.3, 0.0], [2.2, 1.4, -1.2], [-0.9, -0.6, 0.5], [-1.7, -1.2, 0.0], [-0.8, 0.8, -0.8], [-0.8, -0.2, 0.2], [-1.3, -0.2, -0.2], [2.0, -0.4, -0.5], [2.6, -0.6, 1.9], [-0.4, -0.4, 0.4], [-0.6, 1.4, 2.6], [1.6, -0.9, -0.2], [0.2, 0.6, -0.2], [-1.4, -0.9, 0.8], [0.4, 0.2, -0.3], [1.9, 0.3, -0.5], [-0.7, -0.2, 1.0], [-0.2, -0.4, 0.0], [-1.3, 0.2, 0.0], [0.3, -0.4, 0.3], [1.7, 0.2, 0.6], [0.7, 1.0, 1.1], [-1.4, -0.5, 1.6], [0.2, -0.2, -0.6], [-0.8, -0.2, -0.1], [0.4, 0.5, 1.2], [0.4, -0.7, 0.4], [1.1, 0.8, -0.8], [-0.5, 0.8, -0.2], [1.1, 0.4, 0.2], [-0.5, -0.3, 0.4], [-0.2, 0.1, -0.4]],
  "mulliken_charge": [0.34, -1.08, 0.39, -0.50, 0.21, 0.42, 0.41, 0.26, -0.47, -0.68, -0.43, 1.29, 0.14, 0.10, 0.26, -0.47, 0.84, -0.52, 0.41, -0.87, -0.16, 0.34, 0.42, 0.38, -0.84, -1.86, -0.20, 0.54, -0.02, 0.35, 0.55, 0.39, -0.66, -0.55, 0.19, 0.32, 0.35, 0.23, 0.19, 0.25, -0.51, 0.66, 0.49, -0.49, 0.49, 0.36, 0.24, 0.71, -0.51, 0.44, -0.61, -0.94, -1.46, 0.19, -0.97, 0.22, -0.34, 1.06, -0.65, 0.03, -0.24, 0.63, -0.23, 0.39, 0.34, 0.38, -1.13, -0.22, 0.31, -0.48, -0.63, -0.54, -0.07, -0.85, -0.98, 0.36, -0.89, 0.46, 0.34, 0.32, 2.41, 0.32, 0.35]
}

=====

[2]
{
  "formula": "C35H32CrN6OP2S4",
  "method": "ωB97M-V with the def2-TZVPD basis set",
  "total_energy_ha": -5076.8026,
  "homo_lumo_gap_ha": [0.0836, 0.2065],
  "spin_multiplicity": 5,
  "total_charge": -2,
  "species": ["O", "C", "H", "N", "S", "C", "P", "C", "C", "C", "H", "C", "H", "H", "S", "C", "C", "C", "C", "H", "C", "C", "C", "C", "H", "H", "C", "C", "C", "H", "C", "H", "H", "H", "C", "H", "N", "H", "H", "H", "C", "H", "H", "H", "H", "H", "C", "H", "H", "H", "C", "Cr", "H", "H", "C", "N", "C", "C", "C", "C", "H", "H", "C", "H", "C", "S", "H", "C", "C", "C", "H", "H", "N", "C", "C", "H", "C", "P", "N", "S", "N"],
  "positions_angstrom": [[4.94994, -0.15694, -3.67197], [1.46836, -4.79394, 2.90130], [-1.82911, -1.47922, 0.78422], [2.22282, 2.80756, -4.09964], [3.46107, 3.47000, -0.46094], [-0.50167, -3.88965, -0.86058], [-0.10337, -1.14010, -1.55552], [-0.64704, 0.43088, 2.66941], [1.32411, -5.46065, -0.76175], [0.73573, 0.37232, 2.47432], [-0.10899, 6.35226, 3.11637], [0.22810, -2.79554, 2.27233], [0.49925, 5.11344, 4.21869], [-1.29989, 0.07348, 1.88289], [3.31285, 0.14227, 0.74012], [2.62768, -2.94752, 1.80359], [1.55262, 0.93681, 3.45850], [1.73057, -3.17226, -1.38334], [-0.02259, -5.17913, -0.62587], [-2.27575, 1.03689, 3.93753], [4.01323, 0.20829, -3.01096], [2.10659, 3.63375, 0.57999], [-2.50074, -1.33581, -0.04950], [-3.46540, 1.84197, -4.48070], [3.58679, -4.74203, 2.40329], [2.90331, 2.40509, -3.45570], [0.81044, 4.65787, 2.15763], [-3.87348, -1.31500, 0.16243], [-2.88730, 2.48517, -3.22262], [2.62593, 0.91728, 3.31099], [0.37203, -2.87601, -1.23838], [-3.26577, 3.50317, -3.10378], [-3.19788, 2.39956, -5.38204], [-1.24438, 3.97160, 2.29963], [0.70692, 5.64518, 3.28649], [-5.81274, -1.10485, -0.74942], [1.14081, 2.71144, 0.35481], [-0.70856, -5.95495, -0.30515], [1.69665, -6.45495, -0.54523], [-1.55593, -3.68524, -0.73469], [-2.83785, -1.02603, -2.38996], [-4.88659, -0.85231, -3.03325], [1.66784, 1.98685, 5.32235], [-3.18601, 1.92058, -2.33964], [-0.79913, 2.03438, 5.66111], [-2.41004, -0.92335, -3.38223], [0.96438, 2.63093, -3.62814], [1.48880, -5.78363, 3.34328], [-4.26607, -1.43970, 1.16523], [2.41516, -2.37756, -1.65975], [-0.28555, 3.86783, 1.80984], [1.93694, 1.38024, -0.97202], [1.64410, 6.18940, 3.38375], [-4.55328, 1.80717, -4.42263], [0.27293, -4.04651, 2.84388], [1.98371, 4.57090, 1.54603], [1.41916, -2.17968, 1.71647], [-1.39348, 2.51591, -3.20570], [-1.19732, 1.00560, 3.81535], [2.20563, -4.44874, -1.14434], [-0.71637, -2.26760, 2.26168], [-3.09260, 0.82190, -4.59544], [0.55508, -0.08628, -0.37546], [-0.78409, 2.10663, 0.63179], [1.00915, 1.53640, 4.58635], [0.20084, -0.78216, -3.50161], [-0.64397, -4.47135, 3.24581], [-4.21906, -0.98911, -2.18721], [-1.95986, -1.18384, -1.32548], [-0.05276, 2.85841, 0.90568], [3.54032, -2.52965, 1.39395], [3.26613, -4.65378, -1.23380], [0.66426, 2.25830, -2.41970], [2.64751, -4.19523, 2.37427], [-4.74074, -1.12962, -0.91037], [2.36300, 2.46071, -5.03684], [-0.37473, 1.56908, 4.77766], [1.42873, -0.55477, 1.03272], [3.07972, 0.60098, -2.39772], [-0.42810, 2.92047, -4.59486], [-0.70089, 2.24575, -2.17778]],
  "forces_ev_per_angstrom": [[-0.4, 0.1, 0.2], [0.0, 0.2, -0.1], [0.0, 0.0, 0.0], [0.2, 0.0, 0.0], [-0.3, 0.0, 0.0], [0.1, -0.1, 0.0], [-0.3, 0.1, 0.1], [0.0, 0.1, 0.2], [0.0, 0.1, 0.0], [-0.1, 0.1, 0.1], [0.0, 0.0, 0.0], [0.4, 0.1, -0.1], [0.0, 0.0, 0.0], [0.0, 0.0, 0.0], [-0.4, 0.3, -0.1], [-0.3, 0.0, 0.0], [0.0, 0.0, 0.0], [-0.1, 0.0, 0.0], [0.0, 0.1, 0.0], [0.0, 0.0, 0.0], [0.2, 0.0, -0.1], [0.0, 0.1, 0.2], [-0.1, 0.0, 0.0], [0.1, 0.0, 0.0], [0.0, 0.0, 0.0], [0.0, 0.0, 0.0], [0.0, 0.0, 0.0], [0.1, 0.0, 0.0], [0.0, 0.0, 0.0], [0.0, 0.0, 0.0], [0.1, -0.1, 0.0], [-0.1, 0.1, 0.0], [0.0, 0.0, 0.0], [0.0, 0.0, 0.0], [0.0, 0.0, 0.0], [0.0, 0.0, 0.0], [0.1, 0.3, -0.1], [0.0, 0.0, 0.0], [0.0, 0.0, 0.0], [0.0, 0.0, 0.0], [-0.1, 0.0, -0.1], [0.0, 0.0, 0.0], [0.0, 0.0, 0.0], [0.0, 0.0, 0.0], [0.0, 0.0, 0.0], [0.0, 0.0, 0.0], [-0.2, -0.2, 0.1], [0.0, 0.0, 0.0], [0.0, 0.0, 0.0], [0.0, 0.0, 0.0], [-0.1, 0.1, 0.1], [0.3, -0.5, 0.6], [0.0, 0.0, 0.0], [0.0, 0.0, 0.0], [0.3, 0.0, -0.1], [0.1, -0.1, -0.2], [0.0, -0.4, 0.1], [-0.2, 0.1, -0.4], [0.1, -0.1, -0.2], [-0.1, 0.0, 0.0], [0.0, 0.0, 0.0], [0.0, 0.1, 0.0], [0.4, -0.1, -0.4], [0.0, 0.1, -0.1], [-0.1, 0.0, 0.0], [-0.1, 0.0, 0.0], [0.0, 0.0, 0.0], [0.2, 0.0, 0.0], [0.1, 0.0, 0.0], [-0.1, -0.2, 0.1], [0.0, 0.0, 0.0], [0.0, 0.0, 0.0], [-0.5, 0.4, 0.3], [-0.2, 0.0, 0.1], [0.1, 0.0, 0.0], [0.0, 0.0, 0.0], [0.2, 0.0, -0.1], [-0.3, -0.2, 0.3], [0.4, -0.1, -0.3], [-0.2, 0.1, -0.4], [0.9, -0.3, 0.5]],
  "mulliken_charge": [-0.75, -0.72, -0.21, -0.47, -0.53, -0.28, 1.80, 0.31, -0.42, 0.59, 0.31, -0.46, 0.25, 0.00, -0.83, -0.53, -0.84, -0.02, -0.77, 0.39, 0.91, -0.05, 0.70, -1.23, 0.32, 0.22, 1.06, -0.83, -0.08, 0.36, 0.00, 0.37, 0.47, 0.31, -1.26, 0.35, 0.57, 0.35, 0.34, 0.26, -1.06, 0.40, 0.39, 0.10, 0.36, 0.46, 0.13, 0.32, 0.44, 0.24, -1.30, -0.09, 0.36, 0.34, -0.76, -0.67, 1.23, 0.22, -1.00, -0.64, 0.04, 0.22, 0.03, 0.77, -0.71, -0.64, 0.33, -0.50, -0.40, -0.02, 0.28, 0.38, 0.49, -0.54, -0.59, 0.30, -0.53, 1.17, -0.78, -0.32, -0.43]
}

=====

[3]
{
  "formula": "C35H32FGeNO4Y",
  "method": "ωB97M-V with the def2-TZVPD basis set",
  "total_energy_ha": -3923.3646,
  "homo_lumo_gap_ha": [0.2796, 0.2315],
  "spin_multiplicity": 2,
  "total_charge": 2,
  "species": ["H", "C", "C", "H", "F", "H", "H", "H", "C", "C", "H", "H", "H", "C", "C", "C", "C", "H", "H", "C", "C", "C", "H", "C", "C", "C", "C", "C", "H", "C", "C", "H", "C", "H", "C", "C", "C", "H", "C", "H", "C", "C", "O", "H", "C", "Y", "C", "H", "H", "C", "H", "C", "C", "C", "H", "H", "C", "H", "H", "H", "C", "H", "N", "H", "H", "O", "H", "C", "H", "Ge", "H", "C", "O", "O", "H"],
  "positions_angstrom": [[-1.50306, -6.27307, 4.51609], [1.00580, -1.05710, 5.11857], [0.50058, 1.32046, -5.89810], [-0.82479, 0.85330, -7.51612], [1.61119, -0.24625, 5.98071], [-3.59359, 1.48276, 1.89750], [1.56914, 1.86089, -4.11870], [6.02760, -1.80056, -2.02289], [0.99674, -0.74382, 3.79014], [-2.97445, 3.48489, -1.34629], [0.80002, 3.74505, 0.42748], [-0.23113, -4.75218, 6.09590], [-4.91003, 4.33223, -1.01040], [0.88474, 3.88879, -1.72439], [0.34368, -1.60944, 2.90082], [-0.97841, -3.32596, 1.18789], [-0.56842, 1.83274, -3.79248], [-1.47113, 1.21401, 0.68179], [2.07361, 5.83226, 0.78783], [-1.90377, 1.25487, -5.70649], [5.42393, -0.90673, -2.13718], [3.73455, -2.28490, -0.77941], [1.39371, 1.21663, -6.50009], [1.34907, 4.61739, -2.81919], [-1.81721, 1.59536, -4.36691], [-4.16273, 3.63873, -0.64838], [0.40978, -2.22290, 5.60407], [-1.68283, -4.80761, 2.96769], [0.46902, -2.43744, 6.66390], [0.59277, 1.66971, -4.56185], [-0.23148, -3.09351, 4.75610], [-2.79597, 4.06202, -2.24660], [-3.41895, 2.04035, 0.98619], [-3.63359, -4.09744, 2.34557], [-0.95667, -5.39825, 4.16766], [-0.28950, -2.78145, 3.37755], [-0.28686, -1.74504, -0.75576], [3.28700, -2.05361, 0.18952], [-0.84087, -4.36537, 5.28036], [4.58354, -2.94819, -0.65290], [2.04937, 5.79364, -2.60412], [-0.36816, -2.21743, 0.66515], [0.94640, -0.27736, 1.01778], [-5.32127, 3.02758, 1.04508], [-3.13487, -4.43303, 3.25529], [1.03814, 0.21062, -1.18534], [-2.22804, 1.88214, 0.29414], [5.95487, -0.05423, -1.70525], [5.29898, -0.68389, -3.19953], [4.09184, -1.02987, -1.49393], [0.03764, -5.73033, 3.86020], [1.16519, 4.31500, -0.42131], [1.87243, 5.48650, -0.21741], [-4.38858, 2.90972, 0.50989], [-1.65936, -5.53087, 2.15245], [-2.71353, 1.68987, -3.76537], [-0.74967, 1.11970, -6.47048], [-1.52036, -4.01602, 0.55418], [-3.20536, -3.63786, 3.99723], [1.14097, 4.28650, -3.82952], [2.31296, 6.22477, -1.30972], [-2.87274, 1.08931, -6.15801], [-0.94425, -3.61189, 2.48648], [2.38760, 6.37734, -3.44999], [1.48262, 0.14942, 3.42592], [0.74043, -2.03655, -1.43387], [2.86815, 7.13975, -1.15215], [-2.00729, 2.59368, -0.88376], [2.96637, -2.80066, -1.36028], [-0.35693, 2.37758, -1.93167], [-3.66832, -5.30527, 3.63132], [0.33414, -1.31295, 1.49636], [3.28518, -0.08168, -1.55831], [-0.98986, -0.75102, -1.08438], [-1.82573, -4.15382, 5.70378]],
  "forces_ev_per_angstrom": [[0.0, 0.0, 0.0], [0.0, 0.0, -0.2], [0.0, -0.1, -0.1], [0.0, 0.0, 0.0], [0.0, 0.0, 0.1], [0.0, 0.0, 0.0], [0.0, 0.0, -0.1], [0.0, 0.0, 0.0], [0.1, 0.1, 0.2], [0.1, 0.0, -0.1], [0.0, 0.1, 0.0], [0.0, 0.0, 0.0], [0.0, 0.0, 0.0], [-0.2, -0.6, 0.1], [0.0, 0.0, -0.1], [-0.1, -0.1, -0.1], [0.4, -0.1, 0.5], [0.0, -0.1, 0.0], [0.0, 0.0, 0.0], [0.0, 0.0, 0.0], [0.1, 0.1, -0.1], [0.0, 0.0, 0.1], [0.0, 0.0, 0.0], [0.1, 0.0, 0.0], [-0.1, -0.1, 0.1], [0.0, 0.1, 0.0], [0.0, -0.1, 0.0], [-0.3, -0.2, 0.2], [0.0, 0.0, 0.0], [-0.1, 0.0, 0.2], [0.0, -0.1, 0.1], [-0.1, 0.0, 0.0], [0.0, 0.0, 0.1], [0.0, 0.0, 0.0], [0.0, 0.1, 0.0], [0.2, 0.3, 0.0], [-0.5, -0.8, 0.3], [0.0, 0.0, 0.0], [0.0, -0.1, 0.0], [0.0, 0.0, 0.0], [0.0, 0.0, -0.1], [0.3, 0.5, 0.0], [0.0, 0.1, -0.9], [0.0, 0.0, 0.0], [0.1, 0.0, -0.1], [1.8, -1.3, 0.8], [0.0, 0.2, -0.1], [-0.1, 0.0, 0.0], [0.0, 0.0, 0.0], [0.2, 0.0, 0.1], [0.0, 0.0, 0.0], [0.0, 0.0, -0.1], [0.1, 0.0, 0.1], [0.0, 0.0, 0.0], [0.1, 0.1, -0.1], [0.0, 0.0, 0.0], [0.0, 0.0, 0.1], [0.0, -0.1, 0.1], [0.0, 0.0, 0.0], [0.0, 0.1, 0.0], [0.0, 0.0, 0.0], [0.0, 0.0, 0.0], [0.1, 0.0, -0.2], [0.0, 0.0, 0.0], [0.0, 0.0, 0.0], [0.1, 0.1, 0.0], [0.0, 0.0, 0.0], [0.4, -0.2, -0.1], [0.0, 0.0, 0.0], [-1.7, 2.7, -0.6], [0.0, 0.0, 0.0], [-0.3, -0.5, 0.3], [-0.3, -0.2, 0.0], [-0.1, 0.1, -0.1], [0.0, 0.0, 0.0]],
  "mulliken_charge": [0.41, -0.19, -0.88, 0.43, -0.33, 0.44, 0.49, 0.39, -0.45, -0.21, 0.38, 0.50, 0.42, 0.85, 0.47, -0.11, 0.83, 0.28, 0.42, -0.65, -1.30, -0.83, 0.43, -0.47, -0.39, -0.72, -0.64, -0.33, 0.54, -0.11, 0.89, 0.50, -0.70, 0.40, -1.03, -0.58, 0.20, 0.10, -1.07, 0.43, -0.67, 0.16, -1.12, 0.41, -1.32, 0.91, 0.18, 0.34, 0.35, 0.97, 0.37, -0.34, -0.72, -0.53, 0.54, 0.45, -0.50, 0.60, 0.37, 0.45, -0.47, 0.43, 0.01, 0.42, 0.61, -0.56, 0.42, 0.18, 0.25, -0.24, 0.39, 1.79, -0.82, -0.44, 0.36]
}